The following is a DFT calculation (ωB97M-V with the def2-TZVPD basis set) of a 2-piece molecular cluster, C20H39BBrCl2FNO2PS overall at a distorted geometry.

## Properties
Strongest force on any atom = 1.6 eV/Å
Orbital gap = 0.2403 Ha
DFT total energy = -5349.36479 Ha

Last columns: bonded neighbours and bond lengths (Å).
Positions of all 69 atoms, in Å:
1 C -2.1645 -2.4820 6.8874  C2 1.502, H21 1.096, H22 1.091, H23 1.088
2 C -1.6913 -1.9106 5.5817  C1 1.502, Cl3 1.753, C4 1.326
3 Cl -2.9152 -0.9514 4.7715  C2 1.753
4 C -0.4956 -2.0625 5.0279  C2 1.326, Cl5 1.755, B6 1.640
5 Cl 0.5807 -3.0781 5.9714  C4 1.755
6 B 0.1631 -1.5561 3.6134  C4 1.640, C7 1.618, O12 1.509, O20 1.511
7 C 1.7568 -1.2992 3.7174  B6 1.618, C8 1.540, H24 1.100, H25 1.094
8 C 2.1916 -0.3886 4.8809  C7 1.540, C9 1.535, H26 1.096, H27 1.099
9 C 3.3125 0.6060 4.5470  C8 1.535, C10 1.532, C11 1.530, H28 1.100
10 C 2.8439 1.7259 3.6126  C9 1.532, H29 1.092, H30 1.093, H31 1.096
11 C 4.5650 -0.0937 4.0155  C9 1.530, H32 1.095, H33 1.092, H34 1.096
12 O -0.5155 -0.3416 3.0279  B6 1.509, C13 1.312
13 C -0.8846 -0.5467 1.7853  O12 1.312, C14 1.516, Br15 2.075, C16 1.566
14 C -2.2184 0.0929 1.4515  C13 1.516, H35 1.092, H36 1.088, H37 1.090
15 Br 0.4152 0.4091 0.4800  C13 2.075
16 C -0.8705 -2.0982 1.5740  C13 1.566, F17 1.410, P18 1.923, O20 1.319
17 F -2.2031 -2.5536 1.6410  C16 1.410
18 P -0.1797 -2.9476 -0.0064  C16 1.923, S19 1.945, H38 1.401, H39 1.406
19 S 1.1444 -4.3356 0.3157  P18 1.945
20 O -0.1285 -2.5874 2.5483  B6 1.511, C16 1.319
21 H -1.6730 -1.9627 7.7176  C1 1.096
22 H -1.9143 -3.5416 6.9616  C1 1.091
23 H -3.2364 -2.3336 6.9999  C1 1.088
24 H 2.0078 -0.7920 2.7735  C7 1.100
25 H 2.3195 -2.2367 3.7001  C7 1.094
26 H 2.5438 -1.0175 5.7069  C8 1.096
27 H 1.3269 0.1587 5.2802  C8 1.099
28 H 3.6004 1.0941 5.4893  C9 1.100
29 H 2.4004 1.3348 2.6944  C10 1.092
30 H 2.1213 2.3670 4.1245  C10 1.093
31 H 3.6933 2.3616 3.3357  C10 1.096
32 H 4.9626 -0.7867 4.7638  C11 1.095
33 H 4.3598 -0.6400 3.0925  C11 1.092
34 H 5.3509 0.6451 3.8234  C11 1.096
35 H -2.5255 -0.1646 0.4359  C14 1.092
36 H -2.9576 -0.2568 2.1697  C14 1.088
37 H -2.1311 1.1762 1.5295  C14 1.090
38 H 0.3203 -1.9936 -0.9028  P18 1.401
39 H -1.2900 -3.4822 -0.6830  P18 1.406
40 C -2.5717 -0.6451 -2.5068  C41 1.525, H50 1.091, H51 1.089, H52 1.089
41 C -2.1307 -0.8286 -3.9556  C40 1.525, C42 1.531, H53 1.095, H54 1.091
42 C -0.6276 -0.6140 -4.1497  C41 1.531, C43 1.522, H55 1.093, H56 1.094
43 C -0.0218 0.7436 -3.8234  C42 1.522, N44 1.521, H57 1.088, H58 1.092
44 N -0.5732 1.9701 -4.5338  C43 1.521, C45 1.513, C48 1.513, C49 1.493
45 C 0.5021 3.0342 -4.5081  N44 1.513, C46 1.515, H59 1.089, H60 1.088
46 C 1.3750 2.7227 -5.7066  C45 1.515, C47 1.536, H61 1.089, H62 1.087
47 C 0.3693 2.2781 -6.7792  C46 1.536, C48 1.537, H63 1.087, H64 1.089
48 C -0.8512 1.7535 -6.0053  N44 1.513, C47 1.537, H65 1.083, H66 1.087
49 C -1.7812 2.4847 -3.8227  N44 1.493, H67 1.087, H68 1.084, H69 1.087
50 H -2.2863 0.3261 -2.0998  C40 1.091
51 H -3.6520 -0.7439 -2.4083  C40 1.089
52 H -2.0931 -1.4124 -1.9001  C40 1.089
53 H -2.7160 -0.1930 -4.6290  C41 1.095
54 H -2.3510 -1.8508 -4.2671  C41 1.091
55 H -0.3413 -0.9097 -5.1626  C42 1.093
56 H -0.0943 -1.3094 -3.4947  C42 1.094
57 H 1.0380 0.6992 -4.0671  C43 1.088
58 H -0.0922 0.9731 -2.7585  C43 1.092
59 H 0.0042 3.9967 -4.6167  C45 1.089
60 H 1.0079 2.9931 -3.5459  C45 1.088
61 H 2.0795 1.9243 -5.4760  C46 1.089
62 H 1.9582 3.5884 -6.0104  C46 1.087
63 H 0.7882 1.5189 -7.4353  C47 1.087
64 H 0.0733 3.1170 -7.4064  C47 1.089
65 H -1.0540 0.7035 -6.1775  C48 1.083
66 H -1.7515 2.3146 -6.2426  C48 1.087
67 H -1.5242 2.6560 -2.7801  C49 1.087
68 H -2.5849 1.7610 -3.8951  C49 1.084
69 H -2.0833 3.4178 -4.2920  C49 1.087